Model w:
{
  "formula": "C6H10O2",
  "method": "the ωB97M-V functional and the def2-TZVPD basis",
  "symbols": ["C", "C", "C", "C", "C", "C", "O", "O", "H", "H", "H", "H", "H", "H", "H", "H", "H", "H"],
  "positions_angstrom": [[-0.660, -0.878, -0.537], [0.656, -1.583, -0.592], [1.298, 1.709, 0.185], [-0.697, -0.057, 1.293], [-0.883, 0.512, -0.575], [-0.174, 1.587, -0.029], [-1.766, -1.630, -0.920], [0.243, -0.437, 1.944], [-1.652, -2.532, -0.599], [-1.713, 0.164, 1.607], [-1.932, 0.722, -0.766], [-0.752, 2.499, 0.040], [0.782, -2.047, -1.573], [1.487, -0.912, -0.407], [0.702, -2.355, 0.184], [1.556, 2.741, 0.424], [1.631, 1.078, 1.020], [1.874, 1.420, -0.697]],
  "mulliken_charge": [0.84, -1.32, -1.24, -0.08, -0.48, -0.20, -0.56, -0.52, 0.34, 0.44, 0.40, 0.39, 0.41, 0.26, 0.38, 0.35, 0.33, 0.28],
  "gap_ev": 8.052,
  "e_homo_ev": -7.283
}

***

Model x:
{
  "formula": "C6H10O2",
  "method": "the ωB97M-V functional and the def2-TZVPD basis",
  "symbols": ["C", "C", "C", "C", "C", "C", "H", "H", "H", "H", "H", "H", "H", "H", "H", "H", "O", "O"],
  "positions_angstrom": [[2.063, 0.169, -0.164], [0.735, -0.835, -0.091], [-0.574, -0.457, -1.067], [-1.420, -0.887, 0.117], [-0.344, -0.539, 1.042], [-0.730, 1.524, -0.031], [2.880, -0.683, 0.284], [2.625, 0.879, -1.240], [1.692, 1.301, 1.182], [0.765, -2.000, -0.141], [-0.591, -1.028, -1.947], [-1.727, -1.927, 0.123], [-2.530, -0.514, 0.346], [0.002, -1.083, 1.793], [-1.818, 1.718, -0.041], [-0.312, 2.551, -0.207], [-0.240, 0.961, 1.244], [-0.476, 0.850, -1.200]],
  "mulliken_charge": [-0.88, 0.14, -0.41, -0.60, -0.48, -0.27, 0.23, 0.22, 0.20, 0.41, 0.56, 0.33, 0.24, 0.62, 0.31, 0.24, -0.45, -0.40],
  "gap_ev": 9.495,
  "e_homo_ev": -8.759
}

***

Least stable structure: model x

***

Model w:
{
  "formula": "C6H10O2",
  "method": "the ωB97M-V functional and the def2-TZVPD basis",
  "symbols": ["C", "C", "C", "C", "O", "H", "H", "H", "H", "H", "H", "H", "H", "C", "C", "O", "H", "H"],
  "positions_angstrom": [[-2.059, 0.549, -0.139], [-0.727, 0.392, -0.851], [0.246, -0.867, -0.160], [1.531, -0.963, -0.962], [-0.386, -1.869, 0.145], [-1.969, 1.132, 0.783], [-2.788, 1.053, -0.775], [-2.466, -0.431, 0.116], [-0.242, 1.335, -1.094], [-0.890, -0.094, -1.817], [2.142, -1.778, -0.572], [2.088, -0.027, -0.917], [1.302, -1.175, -2.006], [0.768, -0.025, 1.740], [0.839, 1.224, 1.231], [1.177, 2.243, 0.811], [1.620, -0.393, 2.303], [-0.186, -0.307, 2.162]],
  "mulliken_charge": [-1.11, -0.70, 0.87, -1.34, -0.65, 0.25, 0.39, 0.27, 0.43, 0.43, 0.38, 0.30, 0.36, -1.01, 0.78, -0.32, 0.35, 0.32],
  "gap_ev": 8.929,
  "e_homo_ev": -8.695,
  "smiles": "CCC(C)=O.C=C=O"
}

***

Model x:
{
  "formula": "C6H10O2",
  "method": "the ωB97M-V functional and the def2-TZVPD basis",
  "symbols": ["C", "C", "C", "C", "C", "C", "H", "H", "H", "H", "H", "H", "H", "H", "H", "H", "O", "O"],
  "positions_angstrom": [[-0.393, -1.370, 1.315], [-0.251, 0.059, 1.024], [1.141, 0.471, 0.536], [0.667, 1.302, -0.663], [-1.031, 0.553, -0.190], [-0.179, 0.296, -1.472], [0.016, -1.692, 2.298], [-1.450, -1.722, 1.276], [0.174, -2.051, 0.592], [-0.551, 0.546, 1.988], [1.784, -0.374, 0.267], [1.673, 1.122, 1.299], [1.376, 1.938, -1.279], [-2.151, 0.489, -0.286], [-0.611, 0.812, -2.313], [-0.121, -1.442, -2.336], [-0.546, 1.980, -0.220], [0.453, -0.918, -1.837]],
  "mulliken_charge": [-1.52, 0.52, -1.02, -0.08, -0.29, -0.27, 0.37, 0.32, 0.27, 0.39, 0.33, 0.31, 0.44, 0.51, 0.42, 0.32, -0.52, -0.51],
  "gap_ev": 10.698,
  "e_homo_ev": -9.952
}

***

Model y:
{
  "formula": "C6H10O2",
  "method": "the ωB97M-V functional and the def2-TZVPD basis",
  "symbols": ["C", "C", "C", "C", "C", "C", "H", "H", "H", "H", "H", "H", "H", "H", "H", "H", "O", "O"],
  "positions_angstrom": [[1.398, 0.270, 0.160], [0.185, -0.284, 0.981], [-0.919, 0.715, 0.829], [-0.750, 1.057, -0.708], [0.319, 0.003, -1.017], [-0.163, -1.235, -0.188], [2.947, -0.624, -0.791], [1.723, 1.225, 0.431], [0.033, -0.884, 1.936], [-1.926, 0.293, 1.191], [-0.774, 1.664, 1.506], [-1.740, 0.943, -1.207], [-0.517, 2.162, -0.779], [0.749, -0.025, -2.042], [0.385, -2.175, -0.130], [-1.987, -0.817, -0.187], [2.495, -0.607, 0.147], [-1.457, -1.682, -0.131]],
  "mulliken_charge": [-0.10, -0.15, -0.93, -0.87, -0.18, -0.34, 0.35, 0.43, 0.36, 0.34, 0.28, 0.29, 0.33, 0.43, 0.54, 0.38, -0.58, -0.60],
  "gap_ev": 10.293,
  "e_homo_ev": -9.456
}

***

Least stable structure: model w

***

Model w:
{
  "formula": "C4H5N2",
  "method": "the ωB97M-V functional and the def2-TZVPD basis",
  "symbols": ["C", "C", "C", "C", "N", "N", "H", "H", "H", "H", "H"],
  "positions_angstrom": [[0.177, -0.371, 1.635], [0.943, 0.466, 1.027], [-0.461, -0.825, 0.419], [-1.533, -0.747, -1.787], [-0.977, -0.727, -0.648], [1.612, 1.383, 0.463], [-0.042, -0.974, 2.527], [-0.871, -1.131, -2.538], [-2.665, -0.767, -1.569], [1.484, 2.447, 0.820], [2.333, 1.246, -0.349]],
  "mulliken_charge": [-0.52, 0.34, 0.32, -0.28, -0.08, -0.38, 0.36, 0.30, 0.27, 0.34, 0.32],
  "gap_ev": [7.637, 7.644],
  "e_homo_ev": [-12.493, -12.498],
  "total_charge": 1
}

***

Model x:
{
  "formula": "C4H5N2",
  "method": "the ωB97M-V functional and the def2-TZVPD basis",
  "symbols": ["C", "C", "C", "C", "N", "N", "H", "H", "H", "H", "H"],
  "positions_angstrom": [[1.389, 1.621, -0.051], [0.655, 0.125, -0.500], [-2.122, -0.914, 0.071], [-0.933, -1.389, 0.085], [0.209, 1.380, -0.714], [2.006, 0.439, -0.305], [1.839, 2.414, 0.747], [-2.943, -1.394, 0.491], [-2.489, 0.083, -0.286], [-0.393, -2.297, 0.384], [2.781, -0.068, 0.079]],
  "mulliken_charge": [0.27, 0.17, -0.50, 0.06, -0.38, -0.17, 0.32, 0.31, 0.28, 0.37, 0.26],
  "gap_ev": 9.598,
  "e_homo_ev": -15.259,
  "total_charge": 1
}

***

Model y:
{
  "formula": "C4H5N2",
  "method": "the ωB97M-V functional and the def2-TZVPD basis",
  "symbols": ["C", "C", "C", "C", "N", "N", "H", "H", "H", "H", "H"],
  "positions_angstrom": [[1.448, 0.607, 0.334], [0.577, 1.462, 0.036], [-1.180, 0.429, -0.476], [2.069, -0.554, 0.366], [-0.652, 1.697, -0.285], [-1.272, -0.409, 0.441], [1.652, -1.490, 0.721], [3.076, -0.651, 0.099], [-1.145, 2.471, -0.912], [-1.315, -1.436, 0.244], [-1.148, -0.162, 1.430]],
  "mulliken_charge": [0.30, 0.17, -0.27, -0.55, -0.02, -0.18, 0.26, 0.28, 0.42, 0.31, 0.28],
  "gap_ev": [7.393, 7.380],
  "e_homo_ev": [-13.511, -13.503],
  "total_charge": 1
}

***

Least stable structure: model x

***

Model w:
{
  "formula": "C4H9N3O2",
  "method": "the ωB97M-V functional and the def2-TZVPD basis",
  "symbols": ["C", "N", "N", "C", "N", "C", "C", "O", "O", "H", "H", "H", "H", "H", "H", "H", "H", "H"],
  "positions_angstrom": [[-0.089, -0.603, -1.700], [-0.344, 0.456, -0.720], [0.302, 1.705, -0.881], [-0.975, 0.171, 0.563], [-2.230, 0.664, 0.794], [-0.203, -0.403, 1.493], [1.201, -0.672, 1.113], [2.112, 0.140, 1.144], [1.428, -2.002, 1.020], [-0.304, -0.237, -2.709], [-0.719, -1.477, -1.507], [0.960, -0.915, -1.677], [0.684, 1.814, -1.822], [1.115, 1.745, -0.256], [-2.322, 1.102, 1.705], [-2.468, 1.297, 0.031], [-0.552, -0.719, 2.465], [2.402, -2.066, 0.944]],
  "mulliken_charge": [-0.90, 0.22, -0.73, 0.19, -0.55, -0.58, 0.59, -0.59, -0.43, 0.33, 0.33, 0.29, 0.26, 0.25, 0.25, 0.30, 0.43, 0.34],
  "gap_ev": 8.770,
  "e_homo_ev": -7.962,
  "smiles": "CN(N)/C(N)=C\\C(=O)O"
}

***

Model x:
{
  "formula": "C4H9N3O2",
  "method": "the ωB97M-V functional and the def2-TZVPD basis",
  "symbols": ["N", "N", "C", "O", "O", "H", "H", "H", "H", "C", "C", "C", "N", "H", "H", "H", "H", "H"],
  "positions_angstrom": [[-1.420, 1.821, -0.967], [-1.126, 0.454, -0.732], [-1.096, -0.029, 0.655], [-1.401, 0.769, 1.554], [-1.728, -1.295, 0.661], [-2.025, 2.130, -0.203], [-0.557, 2.356, -0.911], [-1.561, -0.191, -1.388], [-2.385, -1.262, 1.367], [2.007, 0.356, 0.821], [0.967, -0.704, 0.488], [0.902, -1.114, -0.821], [0.605, -1.475, -1.921], [3.004, -0.076, 0.918], [2.053, 1.119, 0.046], [1.707, 0.839, 1.751], [0.972, -1.542, 1.180], [1.082, -2.154, -2.499]],
  "mulliken_charge": [-0.77, -0.05, 0.68, -0.67, -0.53, 0.28, 0.24, 0.24, 0.33, -1.23, -0.22, 0.42, -0.42, 0.37, 0.32, 0.30, 0.39, 0.29],
  "gap_ev": 8.779,
  "e_homo_ev": -8.426,
  "smiles": "NNC(=O)O.CC=C=N"
}

***

Least stable structure: model x

***

Model w:
{
  "formula": "C2H4BrN",
  "method": "the ωB97M-V functional and the def2-TZVPD basis",
  "symbols": ["C", "N", "C", "H", "H", "H", "Br", "H"],
  "positions_angstrom": [[0.021, -0.506, -0.208], [0.401, 0.162, 0.797], [1.065, -1.199, 0.629], [-0.685, -0.681, -0.878], [0.861, -2.058, 1.317], [2.174, -1.296, 0.259], [-2.538, 2.849, -1.342], [-1.299, 2.728, -0.574]],
  "mulliken_charge": [-0.06, -0.37, -0.32, 0.37, 0.21, 0.17, -0.22, 0.22],
  "gap_ev": 11.023,
  "e_homo_ev": -10.168,
  "smiles": "C1=NC1.Br"
}

***

Model x:
{
  "formula": "C2H4BrN",
  "method": "the ωB97M-V functional and the def2-TZVPD basis",
  "symbols": ["C", "C", "N", "Br", "H", "H", "H", "H"],
  "positions_angstrom": [[-0.061, 0.131, -0.336], [0.036, -0.325, 1.044], [-1.001, 0.446, -1.028], [-1.006, 1.014, -2.781], [1.864, 0.296, -0.712], [-0.939, -0.247, 1.541], [0.862, 0.172, 1.425], [0.244, -1.487, 0.846]],
  "mulliken_charge": [0.14, -0.78, -0.29, 0.00, 0.08, 0.29, 0.32, 0.24],
  "gap_ev": [8.369, 8.366],
  "e_homo_ev": [-8.921, -8.918]
}

***

Least stable structure: model x

***

Model w:
{
  "formula": "C5H16NS2",
  "method": "the ωB97M-V functional and the def2-TZVPD basis",
  "symbols": ["C", "S", "S", "C", "H", "H", "H", "H", "H", "H", "C", "C", "C", "N", "H", "H", "H", "H", "H", "H", "H", "H", "H", "H"],
  "positions_angstrom": [[-1.829, 2.478, -0.304], [-1.808, 0.642, -0.268], [-1.336, 0.229, 1.727], [-0.590, -1.434, 1.590], [-2.583, 2.880, 0.383], [-0.854, 2.899, -0.034], [-2.080, 2.765, -1.314], [0.471, -1.381, 1.287], [-0.689, -1.881, 2.563], [-1.152, -2.061, 0.862], [2.321, -0.109, -0.595], [1.822, -1.319, -1.409], [2.789, -2.488, -1.258], [1.354, 1.037, -0.748], [2.409, -0.318, 0.448], [3.289, 0.235, -0.965], [1.721, -1.030, -2.445], [0.820, -1.599, -1.056], [3.791, -2.225, -1.629], [2.867, -2.785, -0.185], [2.410, -3.351, -1.818], [1.271, 1.267, -1.732], [0.416, 0.779, -0.396], [1.646, 1.847, -0.223]],
  "mulliken_charge": [-0.78, -0.07, 0.00, -0.64, 0.33, 0.27, 0.34, 0.08, 0.37, 0.28, -0.85, -0.21, -1.27, -0.03, 0.39, 0.40, 0.44, 0.27, 0.34, 0.32, 0.36, 0.37, -0.08, 0.38],
  "gap_ev": 8.665,
  "e_homo_ev": -11.854,
  "total_charge": 1
}

***

Model x:
{
  "formula": "C5H16NS2",
  "method": "the ωB97M-V functional and the def2-TZVPD basis",
  "symbols": ["C", "C", "S", "N", "H", "H", "H", "H", "H", "H", "H", "H", "C", "C", "S", "C", "H", "H", "H", "H", "H", "H", "H", "H"],
  "positions_angstrom": [[1.686, 0.217, -0.939], [2.199, -0.945, -0.093], [2.852, -2.267, -1.113], [1.315, 1.325, -0.030], [0.806, -0.109, -1.491], [2.427, 0.598, -1.660], [1.408, -1.288, 0.597], [3.062, -0.631, 0.512], [1.673, -2.623, -1.609], [1.110, 2.177, -0.606], [2.046, 1.556, 0.574], [0.462, 1.132, 0.551], [-2.046, 0.753, -1.452], [-1.889, -0.113, -0.207], [-1.475, 0.914, 1.278], [-1.443, -0.377, 2.581], [-2.237, 0.137, -2.323], [-1.060, 1.246, -1.627], [-2.788, 1.535, -1.372], [-1.057, -0.839, -0.339], [-2.795, -0.689, 0.031], [-2.436, -0.687, 2.874], [-0.769, -1.249, 2.450], [-1.052, 0.228, 3.410]],
  "mulliken_charge": [-0.41, -0.67, -0.12, -0.01, 0.27, 0.40, 0.23, 0.36, 0.13, 0.40, 0.37, -0.15, -1.03, -0.26, -0.12, -0.80, 0.34, 0.19, 0.36, 0.15, 0.43, 0.34, 0.28, 0.32],
  "gap_ev": 9.724,
  "e_homo_ev": -12.894,
  "total_charge": 1
}

***

Least stable structure: model x